1.
A single C3H3N3S molecule at a distorted geometry. Source: the OMol25 dataset; level of theory: the ωB97M-V functional and the def2-TZVPD basis.

Properties
SMILES   [H]/N=C1/N=CNC1=S
Energy relative to the best compared isomer or geometry (same formula, charge and spin)   13.0 kcal/mol
LUMO   -1.26 eV
Orbital gap   8.098 eV
Highest occupied orbital energy   -0.34399 hartree

Structure (ORCA input):
```
! RIJCOSX wB97M-V def2-TZVPD def2/J DEFGRID3
* xyz 0 1
H 1.07665 2.32730 0.02556
N 0.07808 2.25021 -0.01368
C -0.14431 0.99548 0.01174
N -1.46869 0.43848 0.00021
C -1.25590 -0.83971 0.00088
N 0.07633 -1.24233 -0.00598
C 0.86014 -0.14014 -0.00202
S 2.47138 -0.05156 -0.00158
H -2.09731 -1.55402 -0.01643
H 0.40364 -2.18371 0.00130
*
```

Atomic partial charges in e from the Mulliken method, atoms 1 to 5:
1 H 0.255
2 N -0.537
3 C 0.530
4 N -0.501
5 C -0.061

=====

2.
2 unconnected molecules or ions with the total composition C6H10O. Source: the OMol25 dataset; level of theory: the ωB97M-V functional and the def2-TZVPD basis.

Properties
SMILES   C/C=C\C=C\C=O.[H][H]
Energy relative to the best compared isomer or geometry (same formula, charge and spin)   51.2 kcal/mol
LUMO   -0.18 eV
Orbital gap   8.968 eV
Highest occupied orbital energy   -0.33616 hartree

Structure (ORCA input):
```
! RIJCOSX wB97M-V def2-TZVPD def2/J DEFGRID3
* xyz 0 1
C -2.07124 -0.36135 -0.33568
C -1.55876 1.03432 -0.31502
C -0.29578 1.43503 -0.11212
C 0.91529 0.62883 -0.28932
C 1.20154 -0.67050 -0.08862
C 2.52271 -1.17761 -0.52168
O 3.34856 -0.51533 -1.11451
H -2.97072 -0.40856 0.28537
H -1.36169 -1.05284 0.09944
H -2.33910 -0.72483 -1.33021
H -2.33630 1.78210 -0.45347
H -0.11700 2.49681 0.05072
H 1.76806 1.19529 -0.65874
H 0.52644 -1.38784 0.36285
H 2.72708 -2.24682 -0.30293
H -0.15848 0.30983 2.21897
H 0.18079 -0.31434 2.44060
*
```

Atomic partial charges in e from the Mulliken method, atoms 1 to 5:
1 C -0.939
2 C -0.019
3 C -0.747
4 C 0.334
5 C -0.329

=====

3.
A gas-phase ion, C5H10O (charge -1) at a distorted geometry. Source: the OMol25 dataset; level of theory: the ωB97M-V functional and the def2-TZVPD basis.

Properties
Energy relative to the best compared isomer or geometry (same formula, charge and spin)   4.6 kcal/mol
<S²>   0.75
LUMO (spin up / spin down)   4.11 / 4.06 eV
Orbital gap (spin up / spin down)   3.197 / 6.938 eV
Highest occupied orbital energy (spin up / spin down)   0.03347 / -0.10571 hartree

Structure (ORCA input):
```
! RIJCOSX wB97M-V def2-TZVPD def2/J DEFGRID3
* xyz -1 2
O -0.63561 -1.64212 -1.85912
C -1.38955 -1.52306 -0.86756
C -1.02977 -0.54522 0.24883
C 0.41913 0.02359 0.09290
C 0.52116 0.99797 -1.06396
C 0.95161 0.65306 1.38391
H -2.20692 -2.21262 -0.62022
H -1.77239 0.25745 0.36975
H -0.91917 -1.19756 1.15871
H 1.00392 -0.95214 -0.08937
H 0.13947 0.55391 -1.98190
H 1.60931 1.17575 -1.14328
H 0.09217 1.99414 -0.88542
H 0.78329 0.00164 2.24784
H 2.03451 0.86683 1.38892
H 0.39885 1.54838 1.61997
*
```

Atomic partial charges in e from the Mulliken method, atoms 1 to 5:
1 O -0.623
2 C -0.827
3 C -0.558
4 C 0.829
5 C -1.317

=====

4.
A single C5H12N2O2 molecule at a distorted geometry. Source: the OMol25 dataset; level of theory: the ωB97M-V functional and the def2-TZVPD basis.

Properties
Energy relative to the best compared isomer or geometry (same formula, charge and spin)   77.4 kcal/mol
LUMO   0.54 eV
Orbital gap   8.930 eV
Highest occupied orbital energy   -0.30843 hartree

Structure (ORCA input):
```
! RIJCOSX wB97M-V def2-TZVPD def2/J DEFGRID3
* xyz 0 1
C 1.42774 1.10596 1.30129
C -1.87070 -0.68532 0.73729
N 0.17587 0.93376 0.56856
C -0.34466 -0.73285 0.68882
O 0.24932 -1.47184 1.53941
H -0.57622 1.49246 0.95890
H 2.24414 0.61066 0.77119
H 1.37263 0.65841 2.29607
H 1.64611 2.17095 1.40949
H -2.26300 -1.69693 0.63225
H -2.17772 -0.28962 1.70855
H -2.29617 -0.05395 -0.04949
N -0.41347 0.95041 -2.16098
C 0.17470 -1.03241 -0.83770
C 0.44564 0.34331 -1.31578
O 1.34634 -1.79515 -0.74800
H 1.40511 -1.97425 0.22938
H -1.15643 0.40539 -2.57615
H -0.25628 1.92490 -2.37149
H -0.60900 -1.53646 -1.41627
H 1.47602 0.67259 -1.36535
*
```

Atomic partial charges in e from the Mulliken method, atoms 1 to 5:
1 C -0.853
2 C -1.648
3 N -0.421
4 C 1.353
5 O -0.868

=====

5.
A molecular structure, C38H47BrN9O5PReSTe4 at a distorted geometry. Source: the OMol25 dataset; level of theory: the ωB97M-V functional and the def2-TZVPD basis.

Properties
Energy relative to the best compared isomer or geometry (same formula, charge and spin)   0.7 kcal/mol
<S²>   0.76
LUMO (spin up / spin down)   -2.12 / -1.71 eV
Orbital gap (spin up / spin down)   4.934 / 5.339 eV
Highest occupied orbital energy (spin up / spin down)   -0.25917 / -0.25918 hartree

Structure (ORCA input):
```
! RIJCOSX wB97M-V def2-TZVPD def2/J DEFGRID3
* xyz 0 2
Re 0.29806 1.08911 1.71731
Te 2.42524 0.49560 3.13842
Te 3.03370 2.85356 4.38156
Te 0.55268 3.10594 5.36207
Te -0.65138 3.20301 2.92100
C -1.91912 4.87209 -0.28963
O -1.93881 3.47150 -0.02018
C -2.56816 2.67885 -0.90526
C -3.32300 3.15641 -1.96210
C -3.92203 2.26477 -2.84132
Br -4.90984 2.94239 -4.29921
C -3.80578 0.91087 -2.66519
C -3.07036 0.41478 -1.58168
C -2.43983 1.29486 -0.70603
O -1.75096 0.83554 0.37909
C -2.97849 -1.02836 -1.34426
N -2.32191 -1.56558 -0.34077
C -2.52636 -2.94125 -0.45090
C -2.09549 -3.99267 0.35642
C -2.46485 -5.27328 -0.00074
C -3.25059 -5.51837 -1.13882
C -3.69185 -4.48852 -1.94448
C -3.31456 -3.20285 -1.57072
N -3.58206 -1.96292 -2.12551
H -2.92129 5.29818 -0.21578
H -1.49996 5.06892 -1.27850
H -1.27891 5.30980 0.46934
H -3.44194 4.21849 -2.11663
H -4.30151 0.24433 -3.35659
H -1.85661 -0.16596 0.37226
H -1.51335 -3.80194 1.24742
H -2.15794 -6.10875 0.61506
H -3.52818 -6.53622 -1.38018
H -4.31204 -4.67574 -2.81181
H -4.17347 -1.78491 -2.91604
N 1.10708 1.79541 0.24731
P 2.36929 1.45384 -0.68267
N 3.79671 2.11031 -0.21389
C 4.80182 1.40025 0.59735
C 6.17342 1.99929 0.32759
C 6.17430 3.47626 0.71165
C 5.09544 4.21233 -0.07862
C 3.73362 3.55842 0.11372
N 2.19115 2.14954 -2.18127
C 0.97768 1.84234 -2.94565
C 0.59718 3.00975 -3.87170
C 1.80576 3.86848 -4.23597
C 3.01766 2.96890 -4.37766
C 3.39335 2.40043 -3.01243
N 2.55121 -0.17824 -0.75374
C 1.42785 -1.06248 -0.40384
C 1.79681 -2.50962 -0.68181
C 2.08116 -2.71265 -2.17227
C 3.00602 -1.60302 -2.72439
C 3.60155 -0.78160 -1.59102
H 4.77638 0.33873 0.36384
H 4.55716 1.50445 1.65749
H 6.40354 1.89728 -0.73854
H 6.93046 1.44378 0.88443
H 7.15413 3.92772 0.54681
H 5.95399 3.56497 1.78138
H 5.35703 4.20514 -1.14164
H 5.02740 5.25663 0.23315
H 2.98617 4.02738 -0.52777
H 3.39307 3.67363 1.14936
H 0.17687 1.64754 -2.23606
H 1.11589 0.92385 -3.52951
H -0.16521 3.62155 -3.40851
H 0.15576 2.59685 -4.78279
H 1.99806 4.60547 -3.44967
H 1.61300 4.42382 -5.15425
H 3.87837 3.51127 -4.77087
H 2.79913 2.16588 -5.08785
H 4.01895 3.12037 -2.48947
H 3.99181 1.49428 -3.14630
H 0.52411 -0.80618 -0.96609
H 1.19419 -0.94487 0.66570
H 0.97434 -3.14715 -0.36339
H 2.66610 -2.78686 -0.08084
H 1.13258 -2.71213 -2.71404
H 2.52650 -3.69581 -2.32783
H 2.45222 -0.93690 -3.38924
H 3.81813 -2.03047 -3.31450
H 4.24206 0.01158 -1.97288
H 4.24069 -1.41495 -0.96881
O -7.30038 -3.38424 6.36677
S -7.08856 -3.85872 5.01076
O -7.22746 -2.84824 3.98147
O -7.68210 -5.14001 4.69876
C -5.30169 -4.20050 5.04228
N -4.87608 -5.32889 5.63962
C -3.57213 -5.52811 5.69216
C -2.64472 -4.64261 5.15130
C -3.18413 -3.51923 4.55852
N -4.48776 -3.28665 4.50582
C -2.35647 -2.46567 3.91104
C -1.07527 -2.71162 3.41812
C -0.39541 -1.70783 2.77864
N -0.90297 -0.46924 2.61784
C -2.14054 -0.22897 3.10169
C -2.88904 -1.19415 3.73535
H -3.23919 -6.43566 6.18772
H -1.58048 -4.82400 5.22186
H -0.61975 -3.68947 3.50147
H 0.59427 -1.87934 2.37802
H -2.52489 0.76510 2.93657
H -3.89620 -0.98843 4.07464
*
```

Atomic partial charges in e from the Mulliken method, atoms 1 to 5:
1 Re 0.223
2 Te -0.061
3 Te -0.186
4 Te -0.182
5 Te -0.173

=====

6.
A molecular structure, C16H17N3O5PtS. Source: the OMol25 dataset; level of theory: the ωB97M-V functional and the def2-TZVPD basis.

Properties
<S²>   2.02
LUMO (spin up / spin down)   -0.09 / -0.85 eV
Orbital gap (spin up / spin down)   5.474 / 7.220 eV
Highest occupied orbital energy (spin up / spin down)   -0.20435 / -0.29654 hartree

Structure (ORCA input):
```
! RIJCOSX wB97M-V def2-TZVPD def2/J DEFGRID3
* xyz 0 3
Pt -1.03401 0.83079 0.18930
O -5.69788 -0.20611 -0.85095
C -4.35022 -0.21699 -0.97129
O -3.74459 0.56716 -1.64257
C -3.71665 -1.29990 -0.15087
C -4.45958 -2.37714 0.30158
C -3.80983 -3.43853 0.91617
C -2.43879 -3.36233 1.05979
C -1.78604 -2.21417 0.63784
N -2.39970 -1.18624 0.04174
C -0.33977 -2.00217 0.93191
O 0.46178 -2.92783 1.07942
O -0.00356 -0.77099 1.03870
H -6.00505 0.52626 -1.40814
H -5.52610 -2.38739 0.13755
H -4.36144 -4.30014 1.26592
H -1.85524 -4.15546 1.50604
O -3.20298 4.07720 -1.51617
S -2.47917 3.80744 -0.27530
N -2.04912 2.39381 -0.01820
C 3.88896 -1.41809 1.10731
N 2.59363 -0.83796 0.68147
C 2.45741 -0.90048 -0.79658
C 2.37808 0.54895 1.28574
C 2.05993 1.60703 0.27109
C 3.13578 2.41926 -0.10727
C 3.01288 3.38415 -1.09057
C 1.78480 3.52571 -1.71949
C 0.70874 2.74341 -1.32431
C 0.79059 1.77393 -0.31498
H 3.97131 -2.43085 0.71925
H 3.92777 -1.44377 2.19354
H 4.70018 -0.80515 0.72108
H 1.85342 -1.45031 1.02930
H 3.25079 -0.31974 -1.26053
H 1.49267 -0.49073 -1.08133
H 2.52037 -1.94654 -1.08683
H 3.30751 0.80292 1.79286
H 1.59316 0.43673 2.02220
H 4.09177 2.29379 0.39408
H 3.85646 4.00773 -1.35561
H 1.65594 4.25024 -2.51445
H -0.23420 2.89246 -1.83846
*
```

Atomic partial charges in e from the Mulliken method, atoms 1 to 5:
1 Pt 0.720
2 O -0.475
3 C -0.015
4 O -0.478
5 C 0.622

=====

Let's list total energy in order: -18464.52000; -8429.01991; -7392.89600; -12452.62533; -185288.45478; -45654.92120 eV.